[1]
Formula: C28H76N7O11P
Source: the OMol25 dataset
Level of theory: ωB97M-V with the def2-TZVPD basis set

ORCA input file:
```
! wB97M-V def2-TZVPD RIJCOSX def2/J DEFGRID3
* xyz 0 1
C 2.004 -5.483 -2.520
C 2.197 -3.994 -2.776
C 0.936 -3.127 -2.667
N 0.085 -3.607 -1.603
O -1.201 -3.002 -1.778
C -2.064 -3.435 -0.843
O -1.761 -3.857 0.247
O -3.352 -3.213 -1.213
P -3.862 -4.009 -2.604
O -5.371 -3.432 -2.625
O -4.154 -5.459 -1.934
H 2.991 -5.936 -2.430
H 1.467 -5.697 -1.605
H 1.497 -6.000 -3.330
H 2.896 -3.622 -2.029
H 2.627 -3.871 -3.765
H 1.282 -2.118 -2.424
H 0.406 -3.039 -3.609
H 0.475 -3.295 -0.718
H -5.441 -2.896 -3.423
H -4.935 -5.829 -2.358
C -2.550 -0.109 -7.693
C -3.725 -1.072 -7.555
C -4.303 -1.147 -6.136
O -3.529 -1.899 -5.220
C -2.440 -1.201 -4.636
N -3.326 -2.385 -8.066
H -1.632 -0.530 -7.286
H -2.367 0.106 -8.744
H -2.750 0.836 -7.184
H -4.529 -0.700 -8.197
H -5.266 -1.663 -6.195
H -4.498 -0.144 -5.735
H -2.685 -0.147 -4.476
H -1.539 -1.279 -5.250
H -2.228 -1.666 -3.676
H -4.133 -3.000 -8.091
H -2.705 -2.810 -7.383
C -5.265 -1.551 3.631
C -4.021 -1.800 2.783
C -2.817 -0.915 3.151
O -2.932 0.426 2.691
C -3.641 1.291 3.556
N -4.352 -1.665 1.365
H -5.780 -0.637 3.340
H -5.971 -2.370 3.503
H -5.016 -1.483 4.693
H -3.718 -2.837 2.952
H -1.938 -1.327 2.649
H -2.609 -0.929 4.230
H -3.437 1.063 4.607
H -4.716 1.247 3.370
H -3.318 2.313 3.351
H -3.553 -1.969 0.821
H -4.437 -0.671 1.171
C 1.463 -2.176 2.194
C 2.657 -1.958 1.269
C 3.768 -1.093 1.874
O 3.496 0.289 1.918
C 2.722 0.714 3.027
N 2.171 -1.442 -0.017
H 0.819 -1.298 2.239
H 0.851 -3.004 1.832
H 1.787 -2.417 3.208
H 3.105 -2.938 1.075
H 4.656 -1.194 1.242
H 4.042 -1.455 2.874
H 2.953 0.127 3.921
H 1.651 0.656 2.821
H 2.976 1.754 3.222
H 2.945 -1.408 -0.675
H 1.903 -0.469 0.102
C -1.883 5.655 3.177
C -2.301 5.443 4.628
C -3.810 5.628 4.854
O -4.238 6.975 4.866
C -4.467 7.557 3.597
N -1.504 6.315 5.494
H -1.857 6.712 2.914
H -0.883 5.258 3.000
H -2.568 5.149 2.493
H -2.065 4.408 4.893
H -4.056 5.237 5.844
H -4.396 5.049 4.127
H -4.869 6.827 2.889
H -3.558 8.002 3.184
H -5.199 8.353 3.732
H -1.702 6.097 6.466
H -1.846 7.264 5.375
C 7.353 -5.812 1.397
C 6.520 -4.613 0.957
C 5.541 -4.924 -0.183
O 6.127 -5.029 -1.462
C 6.702 -6.285 -1.768
N 7.419 -3.502 0.636
H 8.158 -6.025 0.694
H 7.816 -5.611 2.363
H 6.738 -6.708 1.497
H 5.911 -4.307 1.813
H 4.838 -4.089 -0.258
H 4.948 -5.822 0.039
H 6.132 -7.104 -1.321
H 7.743 -6.345 -1.441
H 6.682 -6.397 -2.852
H 6.874 -2.664 0.457
H 7.864 -3.709 -0.254
C 1.587 7.933 -1.098
C 1.778 6.426 -0.958
C 1.079 5.820 0.266
O 1.726 6.054 1.502
C 1.431 7.306 2.093
N 3.211 6.124 -0.991
H 2.217 8.487 -0.403
H 1.862 8.252 -2.103
H 0.548 8.220 -0.925
H 1.324 5.957 -1.836
H 1.070 4.735 0.143
H 0.030 6.145 0.322
H 0.397 7.598 1.888
H 2.108 8.090 1.746
H 1.556 7.207 3.171
H 3.345 5.117 -1.021
H 3.609 6.405 -0.100
*
```

- E_tot (eV) = -72507.780
- molecular weight (g mol⁻¹) = 717.928

These are the Löwdin partial charges, in e, on atoms 1 to 4: -0.11, -0.23, -0.22, 0.01

[2]
Formula: C28H77N7O7
Source: the OMol25 dataset
Level of theory: ωB97M-V with the def2-TZVPD basis set

ORCA input file:
```
! wB97M-V def2-TZVPD RIJCOSX def2/J DEFGRID3
* xyz 0 1
C 4.582 1.598 -4.438
C 3.464 0.917 -5.187
C 2.305 0.360 -4.384
O 2.923 -0.699 -3.637
C 1.966 -1.450 -3.073
N 2.969 1.844 -6.274
H 5.323 2.182 -4.939
H 5.079 0.896 -3.776
H 4.202 2.247 -3.505
H 3.803 0.136 -5.795
H 1.622 -0.327 -5.015
H 1.861 1.032 -3.670
H 2.467 -1.961 -2.429
H 1.483 -1.994 -3.823
H 1.361 -0.858 -2.346
H 2.788 2.851 -5.914
H 3.908 2.145 -6.817
C 0.637 2.108 4.973
C 1.051 1.240 3.902
C 0.380 -0.206 3.982
O 0.930 -0.866 5.207
C 0.104 -2.032 5.258
N 0.746 1.946 2.618
H 1.089 3.171 4.913
H 0.688 1.900 6.138
H -0.476 2.407 4.772
H 2.218 1.028 4.057
H 0.629 -0.862 3.168
H -0.797 -0.269 3.885
H 0.257 -2.646 4.531
H -0.931 -2.043 5.433
H 0.541 -2.502 6.136
H 1.285 1.663 1.757
H -0.202 1.878 2.542
C 1.134 -0.288 -0.499
C -0.353 -0.497 -0.289
C -0.791 -1.809 0.478
O -0.525 -2.874 -0.356
C -1.185 -4.095 0.042
N -0.936 0.713 0.343
H 1.394 -0.849 -1.383
H 1.783 -0.306 0.490
H 1.262 0.684 -0.942
H -0.824 -0.528 -1.221
H -1.961 -1.793 0.729
H -0.415 -1.828 1.540
H -0.719 -4.402 1.052
H -0.939 -4.711 -0.715
H -2.213 -3.928 0.207
H -0.731 1.515 -0.355
H -1.997 0.517 0.225
C -3.396 -4.376 3.250
C -3.931 -5.485 4.181
C -3.623 -6.911 3.728
O -4.007 -7.069 2.400
C -3.501 -8.153 1.810
N -3.475 -5.291 5.451
H -2.356 -4.422 3.254
H -3.922 -3.564 3.570
H -3.494 -4.440 2.278
H -5.140 -5.225 4.374
H -4.300 -7.682 4.299
H -2.652 -6.938 3.745
H -3.438 -8.981 2.740
H -2.607 -7.953 1.324
H -4.307 -8.368 1.149
H -3.746 -4.463 5.742
H -3.762 -6.148 5.809
C 6.558 5.145 -3.396
C 6.696 4.548 -1.946
C 5.973 3.193 -1.593
O 4.582 3.425 -1.819
C 3.779 2.321 -1.624
N 8.122 4.218 -1.770
H 7.359 5.941 -3.489
H 5.470 5.581 -3.496
H 6.795 4.421 -4.178
H 6.442 5.378 -1.297
H 6.194 2.959 -0.698
H 6.292 2.436 -2.447
H 3.921 1.825 -0.700
H 3.955 1.523 -2.497
H 2.810 2.721 -1.688
H 8.808 5.075 -1.813
H 8.387 3.701 -0.831
C -3.565 -0.416 3.663
C -3.469 0.922 2.975
C -4.252 1.049 1.621
O -3.728 0.167 0.547
C -4.176 0.416 -0.757
N -4.108 1.918 3.832
H -4.480 -0.757 3.727
H -3.200 -0.639 4.651
H -3.252 -1.173 2.985
H -2.391 1.094 2.740
H -4.282 2.174 1.408
H -5.245 0.810 1.743
H -4.105 1.433 -1.254
H -5.304 0.125 -0.953
H -3.433 0.079 -1.504
H -3.632 1.879 4.699
H -5.033 1.620 4.139
C -0.922 1.061 -4.464
C -2.182 1.679 -3.913
C -1.914 2.864 -2.866
O -1.003 2.507 -1.878
C -0.588 3.633 -1.075
N -2.858 2.284 -5.206
H -1.182 0.388 -5.200
H -0.392 0.556 -3.512
H -0.134 1.690 -4.846
H -2.844 1.147 -3.341
H -2.687 3.251 -2.228
H -1.466 3.583 -3.483
H -0.082 4.411 -1.673
H 0.246 3.099 -0.267
H -1.320 4.070 -0.505
H -3.640 1.602 -5.225
H -2.101 2.173 -5.994
*
```

- E_tot (eV) = -55027.853
- molecular weight (g mol⁻¹) = 623.966

These are the Löwdin partial charges, in e, on atoms 1 to 4: -0.09, -0.41, -0.17, -0.16